Entry one
Here is C47H47BGeN7PdS2 as an isolated structure from the OMol25 dataset. Energies are from ωB97M-V/def2-TZVPD.

Each line ends with the Mulliken charge.
Positions of all 106 atoms, in Å:
1 Pd 0.85352 0.38257 -1.02739  -0.6814
2 N -2.14735 2.84656 0.31081  0.9603
3 C -1.52560 3.89651 0.94900  0.9208
4 C -2.00896 5.03443 1.58291  -1.1412
5 C -1.06837 5.91333 2.09254  -0.5035
6 C 0.30441 5.65118 1.99139  -0.6083
7 C 0.77974 4.51965 1.35208  -1.0372
8 C -0.15085 3.62945 0.82205  -0.2253
9 N 0.02874 2.43865 0.13639  0.6440
10 C -1.16521 2.00859 -0.16418  -1.5148
11 C -1.61287 0.91698 -2.35742  -0.9955
12 C -2.44376 1.83808 -2.92461  -0.3323
13 S -2.26827 1.86324 -4.62904  -0.3017
14 C -1.11694 0.59138 -4.49123  -0.3035
15 N -0.88767 0.19308 -3.28686  0.2441
16 H -3.13708 2.69870 0.20544  0.2548
17 H -3.07000 5.23782 1.66177  0.4427
18 H -1.39694 6.82494 2.57564  0.3805
19 H 1.00686 6.36329 2.40587  0.4128
20 H 1.83966 4.32324 1.24965  0.5015
21 H -3.12129 2.52489 -2.44221  0.3614
22 H -0.61994 0.19909 -5.36774  0.4240
23 C -1.38311 0.72081 -0.88216  1.3762
24 Ge -2.61821 -0.48087 0.08074  0.9878
25 C -2.28494 -0.27771 1.99858  0.5953
26 C -3.17436 -0.72608 2.98056  0.1901
27 C -2.85203 -0.49181 4.32016  -0.9256
28 C -1.67334 0.10209 4.69421  -1.0045
29 C -0.67784 0.55114 3.73378  0.4845
30 C -1.13470 0.36422 2.37669  -0.8485
31 C -2.46260 -2.31453 -0.55859  0.0919
32 C -2.45872 -2.60638 -1.92248  -0.1507
33 C -2.31548 -3.91321 -2.36325  -0.8470
34 C -2.15460 -4.94430 -1.44840  -0.6176
35 C -2.13412 -4.66212 -0.08911  -0.4975
36 C -2.29324 -3.35574 0.35148  -0.0166
37 C -4.51110 0.07130 -0.13772  0.0996
38 C -5.30704 -0.37648 -1.19312  -0.3888
39 C -6.63627 0.01301 -1.29489  -0.7244
40 C -7.18549 0.88254 -0.36154  -0.5312
41 C -6.40309 1.35137 0.68622  -0.9022
42 C -5.07904 0.94168 0.79697  -0.2188
43 H -4.10127 -1.21617 2.70656  0.5168
44 H -3.56049 -0.79241 5.08611  0.3657
45 H -1.46460 0.25714 5.74862  0.4571
46 H -0.43531 1.59927 3.90895  0.4386
47 H -0.46459 0.72663 1.61402  -0.4750
48 H -2.54852 -1.80061 -2.64351  0.1305
49 H -2.29456 -4.12743 -3.42532  0.3987
50 H -2.01979 -5.96239 -1.79178  0.3712
51 H -1.97304 -5.45919 0.62742  0.3758
52 H -2.27176 -3.12884 1.41391  0.2979
53 H -4.87984 -1.04939 -1.92849  0.3291
54 H -7.25248 -0.36460 -2.10256  0.4151
55 H -8.22072 1.19075 -0.44187  0.3667
56 H -6.82395 2.04062 1.40885  0.4065
57 H -4.48520 1.27017 1.64479  0.3894
58 C 0.81940 -1.51348 4.51849  -0.8553
59 C 0.97766 -0.24318 3.84750  -0.0010
60 C 1.47983 -0.37832 2.50244  -1.0502
61 C 1.10917 -1.46087 1.71490  -0.1412
62 C 0.60307 -2.59283 2.38583  -0.2156
63 C 0.57870 -2.63297 3.78638  -1.2806
64 N 1.19052 -1.36300 0.33805  1.7292
65 C 1.21470 -2.48782 -0.48160  2.5354
66 C 0.83605 -2.30300 -1.81971  0.1766
67 C 0.85690 -3.32632 -2.74137  -0.9450
68 C 1.23971 -4.61148 -2.35805  -1.0370
69 C 1.64485 -4.81505 -1.04865  -1.2473
70 C 1.66316 -3.77434 -0.12539  -1.0077
71 H 0.79752 -1.53084 5.60213  0.3671
72 H 1.58704 0.43754 4.43497  0.5617
73 H 1.91205 0.48675 2.00843  0.2646
74 H 0.22017 -3.42661 1.81580  0.8801
75 H 0.35254 -3.56850 4.28834  0.3931
76 H 0.54224 -1.27802 -2.08072  0.3714
77 H 0.57782 -3.11881 -3.76926  0.4513
78 H 1.21221 -5.43141 -3.06603  0.3785
79 H 1.96745 -5.80237 -0.73326  0.3604
80 H 2.04268 -3.95882 0.87133  0.4387
81 C 4.36114 2.29830 -1.39357  -0.7161
82 N 5.17059 1.16080 -0.96499  0.1962
83 C 6.54387 1.23705 -1.45248  -1.1611
84 C 4.57233 -0.08637 -1.03192  0.5637
85 S 3.22556 -0.40093 -1.98752  -0.3062
86 N 5.18741 -1.04844 -0.31252  0.1606
87 C 6.01081 -0.73841 0.84520  -1.2170
88 C 4.76404 -2.43722 -0.38300  -1.2056
89 H 4.79644 3.20707 -0.97372  0.3324
90 H 3.34693 2.18607 -1.02695  -0.2539
91 H 4.31492 2.39127 -2.48242  0.4874
92 H 6.55486 1.34927 -2.54325  0.3337
93 H 7.09625 0.33683 -1.19693  0.4065
94 H 7.04206 2.09940 -1.00698  0.3256
95 H 6.06870 0.33584 0.98339  0.4158
96 H 7.01905 -1.14557 0.72678  0.3396
97 H 5.56046 -1.18478 1.73549  0.3459
98 H 4.23977 -2.61773 -1.31486  0.3378
99 H 4.09023 -2.68190 0.44006  0.3481
100 H 5.64832 -3.07701 -0.32541  0.3885
101 B 1.66037 4.39261 -3.65871  0.5034
102 C 1.38796 3.03543 -2.90475  -0.0871
103 N 1.19912 2.02590 -2.38298  -0.9450
104 H 2.65945 4.89865 -3.18063  -0.1861
105 H 0.68942 5.10669 -3.50396  -0.1818
106 H 1.82812 4.12282 -4.83263  -0.1908

Multiplicity: 1
E_HOMO (alpha / beta), eV: -3.9929 / -3.9873
Lowest unoccupied orbital energy (alpha / beta), eV: 1.7 / 1.7
Total charge: -1



Entry two
Here is C47H47BGeN7PdS2 as an isolated structure from the OMol25 dataset. Energies are from ωB97M-V/def2-TZVPD.

Each line ends with the Mulliken charge.
Positions of all 106 atoms, in Å:
1 Pd -0.07792 1.33845 0.24845  0.1157
2 N 0.67287 5.19267 1.94954  -0.0739
3 C 1.16171 5.69063 0.75134  0.6286
4 C 2.02967 6.73223 0.44610  -1.1498
5 C 2.30462 6.93039 -0.89492  -0.3816
6 C 1.73851 6.12272 -1.89402  -0.6766
7 C 0.87601 5.08969 -1.58571  -0.2448
8 C 0.58926 4.88088 -0.23919  0.2537
9 N -0.21640 3.92239 0.34693  -0.4726
10 C -0.12135 4.12431 1.63125  0.4822
11 C -0.81199 3.27137 2.59167  -0.2732
12 C -1.06203 3.49651 3.91004  -0.2643
13 S -1.91884 2.16814 4.56714  -0.1851
14 C -1.89346 1.41018 3.03480  -0.2447
15 N -1.29546 2.08208 2.10313  -0.1145
16 H 0.97974 5.44637 2.87104  0.2513
17 H 2.47788 7.35143 1.21237  0.3772
18 H 2.98346 7.72315 -1.18216  0.3714
19 H 2.00126 6.30697 -2.92743  0.4172
20 H 0.45595 4.42875 -2.33271  0.2977
21 H -0.80410 4.35689 4.50414  0.4290
22 H -2.33190 0.43636 2.87450  0.3774
23 C -0.82229 -0.45246 0.35653  0.3520
24 Ge -0.25972 -1.62421 1.80763  2.3821
25 C 1.13781 -2.95318 1.42132  -0.2120
26 C 2.45401 -2.74295 1.82938  -0.4820
27 C 3.46180 -3.62853 1.47230  -0.7956
28 C 3.16618 -4.74856 0.70844  -0.6279
29 C 1.85868 -4.97982 0.30202  -0.6922
30 C 0.85663 -4.08466 0.65423  -0.0121
31 C -1.87159 -2.71777 2.20752  0.1196
32 C -3.14198 -2.17650 2.01533  -0.2601
33 C -4.29142 -2.89375 2.32431  -1.0603
34 C -4.18991 -4.18165 2.83136  -0.6795
35 C -2.93441 -4.74069 3.02919  -0.7150
36 C -1.79168 -4.01271 2.72232  -0.5794
37 C 0.18559 -0.79074 3.54669  -0.1235
38 C -0.35916 -1.35289 4.70298  -0.4406
39 C -0.06178 -0.84765 5.96298  -0.7749
40 C 0.80579 0.22682 6.09218  -0.6342
41 C 1.36428 0.79203 4.95465  -1.0839
42 C 1.05049 0.29497 3.69673  0.3210
43 H 2.71228 -1.86728 2.41309  0.4029
44 H 4.48020 -3.42527 1.77824  0.4408
45 H 3.95321 -5.43764 0.42592  0.3671
46 H 1.61977 -5.85198 -0.29630  0.4222
47 H -0.16033 -4.27375 0.32228  0.5666
48 H -3.22576 -1.18440 1.58424  0.3163
49 H -5.26707 -2.44815 2.16476  0.3843
50 H -5.08283 -4.74623 3.07110  0.3684
51 H -2.84490 -5.74638 3.42296  0.4246
52 H -0.81858 -4.46384 2.88302  0.4042
53 H -1.03756 -2.19547 4.62656  0.2881
54 H -0.50184 -1.30223 6.84296  0.4009
55 H 1.05189 0.61466 7.07363  0.3682
56 H 2.06014 1.61826 5.03879  0.4692
57 H 1.49842 0.74773 2.82344  0.2868
58 C 4.29050 0.88055 -3.10943  -0.8988
59 C 3.24777 0.18080 -3.70181  -0.9845
60 C 1.93006 0.47568 -3.38986  -0.1378
61 C 1.60550 1.47932 -2.46187  -0.0555
62 C 2.67329 2.18099 -1.88659  -0.5889
63 C 3.98771 1.88507 -2.19827  -0.4351
64 N 0.31111 1.74864 -2.03504  1.6280
65 C -0.71549 1.76550 -2.91986  -0.4542
66 C -0.58277 1.87554 -4.32897  -0.7082
67 C -1.68817 1.95001 -5.16057  -0.6728
68 C -2.98321 1.93104 -4.65732  -0.8730
69 C -3.13663 1.85421 -3.27389  -0.4353
70 C -2.04608 1.76678 -2.43220  -0.2218
71 H 5.31990 0.63546 -3.33786  0.3496
72 H 3.46133 -0.61522 -4.40792  0.3827
73 H 1.12853 -0.07922 -3.85967  0.6891
74 H 2.44723 2.94276 -1.14903  0.2719
75 H 4.78499 2.42335 -1.70034  0.4234
76 H 0.40684 1.92738 -4.76407  0.5481
77 H -1.52740 2.03938 -6.23038  0.3730
78 H -3.84083 1.99439 -5.31486  0.3697
79 H -4.13205 1.86905 -2.84089  0.4847
80 H -2.17961 1.71779 -1.35483  0.2766
81 C -3.52201 -0.98950 -1.07161  -0.8408
82 N -2.77773 -2.12494 -1.58515  1.1047
83 C -3.58052 -3.25824 -1.99730  -1.3113
84 C -1.47381 -2.02271 -1.92072  -0.0057
85 S -0.25467 -1.15813 -1.14272  0.3400
86 N -1.07415 -2.80830 -2.99712  0.0168
87 C -1.64685 -2.36650 -4.27051  -0.9381
88 C 0.32520 -3.19390 -3.13187  -0.8264
89 H -3.96102 -0.42772 -1.89921  0.1989
90 H -2.84880 -0.35321 -0.49274  -0.0389
91 H -4.31633 -1.35937 -0.42090  0.3815
92 H -4.22687 -3.53508 -1.16159  0.3428
93 H -2.93937 -4.09688 -2.25270  0.3587
94 H -4.21863 -3.02672 -2.85775  0.3644
95 H -2.69814 -2.11381 -4.15896  0.2799
96 H -1.55268 -3.16915 -5.00287  0.3930
97 H -1.12764 -1.47302 -4.63960  0.1383
98 H 0.71945 -3.51464 -2.17063  0.2302
99 H 0.95553 -2.38193 -3.50554  0.2972
100 H 0.37360 -4.02528 -3.83827  0.3468
101 B 4.54794 0.24790 1.56454  0.8670
102 C 3.09418 0.34566 0.95098  -0.5646
103 N 2.00444 0.38098 0.56489  -0.6186
104 H 5.08673 1.33142 1.44194  -0.2316
105 H 4.40441 -0.04070 2.74199  -0.2209
106 H 5.15337 -0.62118 0.96984  -0.2266

Multiplicity: 1
E_HOMO, eV: -3.4576
Lowest unoccupied orbital energy, eV: 2.0
Total charge: -1



It is entry two that is most stable; the runner-up trails by 134.2 kJ/mol.



Entry one
Here is a 3-piece molecular cluster, H3N2O3S overall from the OMol25 dataset. Energies are from ωB97M-V/def2-TZVPD.

Each line ends with the Mulliken charge.
Positions of all 9 atoms, in Å:
1 N 1.04286 1.78494 0.03754  -0.2082
2 N 2.02631 1.06829 -0.20602  -0.2746
3 O -6.49878 -1.89383 -0.22218  -0.9527
4 O -5.71061 1.32231 -0.28778  -0.4419
5 O -3.96694 0.17494 0.87340  -0.4645
6 S -4.81074 0.19443 -0.31256  0.6709
7 H -6.95300 -1.72882 0.62267  0.1864
8 H 1.37642 2.73585 -0.40183  0.2379
9 H 1.78294 0.15131 0.23439  0.2467

Multiplicity: 1
E_HOMO, eV: -3.5360
Lowest unoccupied orbital energy, eV: 2.7
Total charge: -1



Entry two
Here is a 2-piece molecular cluster, H3N2O3S overall from the OMol25 dataset. Energies are from ωB97M-V/def2-TZVPD.

Each line ends with the Mulliken charge.
Positions of all 9 atoms, in Å:
1 N -1.68345 0.19640 -0.01598  -0.4326
2 N -0.88083 -0.93630 -0.11618  -0.5174
3 O 1.41712 0.49560 1.25306  -0.5707
4 O 1.16408 1.06756 -1.12471  -0.6016
5 O 2.34576 -1.01640 -0.46584  -0.5996
6 S 1.35986 0.00350 -0.13244  0.9665
7 H -1.34428 0.84757 0.69781  0.2588
8 H -1.61601 0.66288 -0.91824  0.2653
9 H -0.76225 -1.32080 0.82252  0.2313

Multiplicity: 1
E_HOMO, eV: -3.4668
Lowest unoccupied orbital energy, eV: 4.2
Total charge: -1



It is entry two that is most stable; the runner-up trails by 134.8 kJ/mol.



Entry one
Here is C3H4I2 as an isolated structure from the OMol25 dataset. Energies are from ωB97M-V/def2-TZVPD.

Each line ends with the Mulliken charge.
Positions of all 9 atoms, in Å:
1 C -0.95062 0.08446 -0.17593  -0.8674
2 C 0.28646 0.45311 -0.55557  0.2886
3 C 1.31040 -0.40891 -0.98867  -0.3927
4 I 3.06246 0.38981 -1.78330  0.1241
5 I 0.96097 -2.43086 -1.39286  0.1424
6 H -1.66594 0.82752 0.12344  0.2503
7 H -1.27303 -0.94411 -0.15979  0.1939
8 H 0.54591 1.50553 -0.53604  0.2356
9 H 2.30436 -1.10873 1.31888  0.0252

Multiplicity: 1
E_HOMO (alpha / beta), eV: -9.5504 / -7.9021
Lowest unoccupied orbital energy (alpha / beta), eV: -1.1 / -0.4
Total charge: 0



Entry two
Here is C3H4I2 as an isolated structure from the OMol25 dataset. Energies are from ωB97M-V/def2-TZVPD.

Each line ends with the Mulliken charge.
Positions of all 9 atoms, in Å:
1 C -0.29324 -0.48657 -0.60229  -0.3164
2 C 0.73895 0.54343 -0.41351  -0.5806
3 C -0.52169 -0.28207 0.82896  -0.5983
4 I 2.72183 0.04859 -0.45675  0.0871
5 I -2.00189 0.90866 1.68636  0.0830
6 H -1.25157 -0.13259 -0.99466  0.2170
7 H 0.11494 -1.35636 -1.10164  0.3316
8 H 0.48177 1.54077 -0.66194  0.4231
9 H 0.01089 -0.78387 1.71547  0.3535

Multiplicity: 1
E_HOMO, eV: -8.1602
Lowest unoccupied orbital energy, eV: 0.2
Total charge: 0



It is entry two that is most stable; the runner-up trails by 187.9 kJ/mol.